Below is a cluster of 2 separate species, C2H4FNO in total at a distorted geometry, with properties calculated with wB97M-V/def2-TZVPD.

Last column: Mulliken charge in e.
Element x y z (Å)
1 C 1.345 -0.209 0.026  0.127
2 C -0.961 0.758 -0.113  -0.831
3 N 0.054 -0.274 -0.115  0.227
4 O 2.220 0.581 -0.018  -0.341
5 F -0.542 -1.534 -0.001  -0.172
6 H 1.568 -2.331 0.574  0.054
7 H -0.944 1.321 0.821  0.300
8 H -0.815 1.431 -0.957  0.309
9 H -1.925 0.258 -0.217  0.328

Atoms 1-2, force components in eV/Å:
C 0.8856 -2.8109 0.6920
C -0.2767 0.3199 0.0243

Energy relative to the best compared isomer or geometry (same formula, charge and spin): 624.3 kJ/mol
Largest force on an atom: 3.027 eV Å⁻¹
Molar mass: 77.1 Da
Kohn-Sham gap (spin up / spin down): 9.6 / 8.7 eV

=====

Below is an isolated molecule of C2H4FNO3 at a distorted geometry, with properties calculated with wB97M-V/def2-TZVPD.

Last column: Mulliken charge in e.
Element x y z (Å)
1 C 0.324 1.172 -0.492  -1.099
2 C 0.247 -0.180 0.158  0.885
3 O 0.084 -0.063 1.542  -0.505
4 F 1.266 -1.024 -0.185  -0.312
5 N -0.982 -1.060 -0.288  0.917
6 O -1.799 -0.558 -1.035  -0.575
7 O -0.953 -2.172 0.205  -0.551
8 H 0.227 1.887 0.352  0.301
9 H 1.343 1.276 -1.001  0.289
10 H -0.493 1.363 -1.204  0.316
11 H 0.737 -0.641 1.949  0.332

Atoms 1-2, force components in eV/Å:
C 0.9048 0.6803 -0.2825
C -0.7735 -0.5085 0.5792

Energy relative to the best compared isomer or geometry (same formula, charge and spin): 40.8 kJ/mol
Largest force on an atom: 1.685 eV Å⁻¹
Molar mass: 109.1 Da
Kohn-Sham gap: 11.3 eV
SMILES: C[C@](O)(F)[N+](=O)[O-]